(1)
20
Properties=species:S:1:pos:R:3:forces:R:3 method="wB97M-V/def2-TZVPD" e_tot_ev=-76914.887 charge=+1 homo_lumo_gap_ha="0.2387 / 0.2450" spin_multiplicity=3 e_above_lowest_ev=1.456
C -0.769 -1.450 -2.320 -2.55 2.40 3.18
C 1.137 1.875 0.898 1.98 3.49 0.71
C -0.122 0.047 1.998 0.56 -0.68 -2.07
C -0.197 0.316 -0.483 0.14 -2.94 -2.03
C -0.319 -1.440 -0.875 -2.26 6.59 0.68
N 0.593 0.571 0.758 -1.29 -3.41 -0.62
Br 1.485 -2.427 -0.757 4.24 -2.34 0.37
H -1.857 -1.558 -2.157 0.24 0.09 -1.21
H -0.394 -2.229 -2.846 1.18 -2.37 -1.90
H -0.535 -0.457 -2.725 -0.20 -0.66 -0.50
H 0.364 2.689 1.037 0.46 -1.30 -0.30
H 1.798 1.956 1.825 -0.80 -0.37 -1.28
H 1.759 2.173 -0.008 -0.82 -0.62 1.13
H -0.954 0.640 2.122 -1.34 1.94 1.23
H -0.571 -0.919 1.904 0.00 -0.85 -1.16
H 0.602 -0.148 2.721 0.99 0.82 1.73
H 0.258 0.664 -1.444 0.14 0.38 1.45
H -1.154 0.735 -0.356 -1.29 0.54 0.02
H -0.917 -1.760 -0.051 -0.80 -1.03 0.09
H 1.253 -0.173 0.561 1.43 0.32 0.47

=====

(2)
22
Properties=species:S:1:pos:R:3:forces:R:3 method="wB97M-V/def2-TZVPD" e_tot_ev=-35653.175 charge=-2 homo_lumo_gap_ha="0.1611 / 0.2196" e_above_lowest_ev=0.000
Y -0.668 1.353 2.903 0.90 0.22 0.52
Cl -0.383 2.984 1.085 -0.09 0.70 -0.50
C -2.327 -0.054 2.324 -1.16 -0.45 -0.10
H -2.506 -0.720 3.190 -0.07 0.08 -0.15
H -2.284 -0.668 1.419 -0.06 0.10 0.06
H -3.182 0.652 2.265 -0.08 -0.36 -0.10
Hg 0.409 -0.544 -2.389 -0.25 0.67 0.25
C 2.121 0.670 -1.800 0.61 0.22 -0.29
C -1.320 -0.126 -3.574 -0.36 -0.20 -0.57
C 0.448 -1.915 -0.761 0.00 -1.17 0.44
H -1.913 -1.044 -3.660 -0.17 0.20 -0.15
H -1.920 0.652 -3.082 0.14 -0.15 -0.15
H -1.016 0.213 -4.569 -0.30 0.07 -0.07
H 2.790 -0.011 -1.259 0.09 0.28 -0.02
H 2.615 1.074 -2.693 0.25 0.20 0.31
H 1.785 1.481 -1.137 0.14 -0.16 -0.18
H -0.434 -2.519 -0.479 0.49 0.05 0.34
H 1.330 -2.033 -0.102 -0.59 -0.10 -0.10
Cl 0.710 -1.079 2.834 -0.11 -0.98 0.12
C 1.534 0.477 3.038 0.51 1.33 0.79
H 1.840 0.592 4.100 0.17 -0.39 -0.52
H 2.371 0.565 2.348 -0.06 -0.16 0.07

=====

(3)
22
Properties=species:S:1:pos:R:3:forces:R:3 method="wB97M-V/def2-TZVPD" e_tot_ev=-35644.998 charge=-2 homo_lumo_gap_ha=0.1682 e_above_lowest_ev=8.177
Y 0.236 0.358 1.280 -7.82 -0.31 14.15
Cl 1.510 -0.735 0.202 16.53 -10.44 -0.71
C 1.425 1.823 1.870 5.06 6.30 2.40
H 1.081 2.258 2.834 0.09 -0.05 -0.21
H 1.462 2.654 1.135 0.13 -0.05 0.26
H 2.467 1.473 2.027 -0.26 0.27 -0.01
Hg 0.161 -0.417 -1.352 -3.63 -0.14 -8.27
C -0.909 -2.140 -1.781 -1.44 -2.42 -0.54
C 0.906 0.416 -3.098 1.16 1.07 -2.30
C -0.780 0.857 -0.164 -9.06 6.52 -5.13
H 0.479 1.436 -3.220 0.33 -0.45 -0.15
H 2.014 0.487 -3.059 -0.33 0.12 -0.36
H 0.607 -0.212 -3.965 0.27 0.42 0.17
H -1.963 -1.993 -1.455 0.37 -0.34 -0.23
H -0.888 -2.328 -2.876 -0.16 -0.16 0.48
H -0.482 -3.015 -1.247 -0.36 0.08 -0.31
H -0.759 1.943 -0.403 -0.31 -0.29 -0.18
H -1.822 0.477 -0.081 0.03 0.53 0.05
Cl -1.863 0.366 4.027 -0.56 0.46 0.71
C -0.965 -0.813 3.046 0.45 -1.54 -0.44
H -0.241 -1.356 3.687 -0.60 0.16 0.05
H -1.674 -1.536 2.592 0.11 0.27 0.57

=====

(4)
22
Properties=species:S:1:pos:R:3:forces:R:3 method="wB97M-V/def2-TZVPD" e_tot_ev=-33413.947 charge=+1 homo_lumo_gap_ha=0.3820 e_above_lowest_ev=0.000
C 0.181 1.064 1.851 0.12 -0.07 -0.13
C -0.563 -1.632 0.323 0.08 -0.06 -0.15
C 1.090 0.238 0.944 0.08 -0.07 0.07
C 0.359 -0.549 -0.127 -1.75 3.40 -0.71
C -0.664 0.859 -1.139 1.82 -3.47 0.63
N -1.808 1.207 -0.511 -0.47 0.25 0.23
N 1.277 -0.997 -1.192 0.08 -0.22 -0.13
Cl -0.956 -0.130 -2.746 -0.20 0.36 0.00
Cl 0.432 2.149 -1.502 -0.12 0.17 0.00
H -0.510 0.435 2.402 -0.14 -0.07 0.14
H -0.390 1.782 1.275 -0.02 0.07 0.11
H 0.783 1.611 2.568 0.11 -0.01 0.13
H -0.005 -2.404 0.857 0.03 -0.06 0.04
H -1.077 -2.095 -0.513 -0.13 -0.09 -0.13
H -1.298 -1.238 1.016 -0.07 0.08 0.09
H 1.670 -0.449 1.568 0.10 -0.10 -0.10
H 1.797 0.920 0.465 0.09 -0.11 -0.01
H -2.436 0.443 -0.304 0.03 0.02 -0.02
H -2.295 2.025 -0.858 0.09 0.01 -0.03
H 1.816 -0.189 -1.530 0.04 -0.20 0.03
H 0.678 -1.317 -1.982 0.40 0.01 0.14
H 1.917 -1.733 -0.865 -0.15 0.18 -0.19

=====

Number 1: largest force on an atom 7.00 eV/Å. Number 2: largest force on an atom 1.62 eV/Å. Number 3: largest force on an atom 19.56 eV/Å. Number 4: largest force on an atom 3.97 eV/Å.